This record from the Open Molecules 2025 dataset describes a 12-piece molecular cluster, C47H106N5O15 overall in a non-equilibrium geometry. The level of theory is ωB97M-V/def2-TZVPD.

Positions of all 173 atoms, in Å:
C1 -2.951 -2.797 4.380
C2 -4.585 -2.753 4.731
O1 -5.275 -3.891 4.618
N1 -5.127 -1.404 5.149
C3 -6.627 -1.404 5.346
C4 -7.507 -1.036 4.013
C5 -6.633 -0.564 2.708
C6 -6.429 1.070 2.770
C7 -4.858 1.520 3.133
C8 -3.734 0.807 2.176
O2 -2.469 1.531 2.042
C9 -2.622 2.892 1.513
N2 -2.153 3.015 0.081
C10 -2.439 1.806 -0.767
C11 -0.626 3.237 0.068
C12 0.442 2.066 0.556
O3 -0.080 4.406 -0.343
C13 -4.106 3.580 1.808
C14 -5.149 3.389 0.540
C15 -6.546 4.232 0.665
C16 -7.856 3.468 -0.019
C17 -7.512 2.771 -1.477
N3 -7.541 1.244 -1.360
N4 -4.032 5.091 2.045
C18 -3.539 5.772 0.975
O4 -3.092 6.340 -0.170
N5 -4.668 3.035 3.140
C19 -3.903 3.545 4.356
C20 -4.648 4.736 5.195
C21 -3.641 5.842 5.943
C22 -4.334 7.051 6.835
C23 -5.965 7.272 7.004
C24 -6.951 6.183 6.274
C25 -6.251 4.953 5.423
H1 -2.330 -3.366 5.205
H2 -2.741 -3.184 3.281
H3 -2.552 -1.677 4.396
H4 -4.623 -1.040 6.013
H5 -6.853 -0.553 6.151
H6 -7.028 -2.406 5.856
H7 -8.145 -2.010 3.752
H8 -8.316 -0.233 4.360
H9 -7.316 -0.780 1.755
H10 -5.648 -1.178 2.571
H11 -7.054 1.427 3.723
H12 -6.878 1.655 1.864
H13 -4.695 1.030 4.212
H14 -3.472 -0.246 2.668
H15 -4.163 0.539 1.101
H16 -1.865 3.564 2.149
H17 -3.576 1.517 -0.832
H18 -1.854 0.836 -0.440
H19 -2.081 2.028 -1.884
H20 1.558 2.445 0.593
H21 0.106 1.548 1.568
H22 0.409 1.216 -0.263
H23 -4.660 3.704 -0.502
H24 -5.365 2.221 0.410
H25 -6.401 5.233 0.036
H26 -6.837 4.570 1.746
H27 -8.390 2.724 0.713
H28 -8.637 4.330 -0.248
H29 -6.535 3.176 -1.986
H30 -8.410 3.051 -2.212
H31 -7.623 0.962 -0.348
H32 -8.435 0.896 -1.819
H33 -5.656 3.429 3.178
H34 -3.676 2.689 5.158
H35 -2.818 3.962 4.081
H36 -2.468 5.738 5.846
H37 -3.640 7.828 7.406
H38 -6.409 8.165 7.660
H39 -8.141 6.252 6.338
H40 -6.987 4.174 4.912
C26 3.298 3.933 -2.781
C27 4.126 3.640 -1.547
O5 3.952 2.287 -1.156
H41 2.237 3.742 -2.586
H42 3.417 4.975 -3.093
H43 3.592 3.281 -3.609
H44 3.814 4.279 -0.716
H45 5.189 3.817 -1.737
H46 4.240 1.728 -1.898
C28 0.585 -3.439 7.286
C29 -0.599 -2.893 8.056
O6 -0.913 -1.586 7.598
H47 1.457 -2.789 7.409
H48 0.843 -4.445 7.630
H49 0.365 -3.479 6.214
H50 -0.368 -2.834 9.124
H51 -1.479 -3.530 7.928
H52 -1.126 -1.650 6.651
C30 -6.172 2.482 -6.429
C31 -7.179 2.528 -5.299
O7 -7.091 3.773 -4.621
H53 -5.156 2.619 -6.045
H54 -6.224 1.527 -6.959
H55 -6.354 3.292 -7.143
H56 -6.981 1.731 -4.576
H57 -8.199 2.405 -5.676
H58 -7.278 4.474 -5.270
C32 7.340 0.705 -1.131
C33 7.725 0.516 -2.583
O8 6.600 0.749 -3.418
H59 6.531 0.021 -0.855
H60 8.195 0.524 -0.474
H61 6.971 1.722 -0.958
H62 8.073 -0.507 -2.757
H63 8.525 1.205 -2.871
H64 6.305 1.663 -3.263
C34 -2.130 0.013 -5.603
C35 -2.675 0.679 -4.357
O9 -2.034 0.152 -3.205
H65 -2.286 -1.069 -5.560
H66 -2.618 0.406 -6.500
H67 -1.051 0.176 -5.688
H68 -3.750 0.496 -4.263
H69 -2.511 1.761 -4.386
H70 -1.081 0.328 -3.293
C36 3.654 -7.774 6.876
C37 2.511 -6.804 6.662
O10 2.959 -5.472 6.867
H71 4.058 -7.676 7.888
H72 3.324 -8.806 6.726
H73 4.476 -7.563 6.183
H74 1.701 -7.005 7.371
H75 2.110 -6.887 5.648
H76 3.672 -5.302 6.228
C38 9.917 -3.376 -4.942
C39 9.257 -2.315 -4.087
O11 10.210 -1.742 -3.203
H77 10.352 -4.160 -4.315
H78 9.194 -3.830 -5.626
H79 10.736 -2.946 -5.529
H80 8.454 -2.752 -3.486
H81 8.831 -1.520 -4.706
H82 10.914 -1.349 -3.747
C40 -3.760 7.662 -2.884
C41 -3.375 7.472 -4.336
O12 -4.500 7.706 -5.171
H83 -4.569 6.978 -2.608
H84 -2.905 7.481 -2.227
H85 -4.129 8.678 -2.710
H86 -3.027 6.450 -4.510
H87 -2.575 8.162 -4.623
H88 -4.795 8.620 -5.015
C42 13.854 -6.297 -5.594
C43 12.711 -5.327 -5.808
O13 13.159 -3.996 -5.603
H89 14.258 -6.199 -4.582
H90 13.524 -7.329 -5.744
H91 14.676 -6.086 -6.287
H92 11.901 -5.528 -5.099
H93 12.310 -5.411 -6.822
H94 13.872 -3.825 -6.242
C44 -0.268 -7.384 2.025
C45 0.057 -6.361 3.094
O14 1.400 -6.520 3.526
H95 -0.124 -8.400 2.409
H96 -1.302 -7.278 1.685
H97 0.400 -7.271 1.165
H98 -0.598 -6.492 3.961
H99 -0.072 -5.343 2.715
H100 1.974 -6.394 2.750
C46 15.054 -8.646 -8.883
C47 13.911 -7.676 -9.096
O15 14.359 -6.345 -8.891
H101 15.458 -8.548 -7.870
H102 14.724 -9.678 -9.033
H103 15.876 -8.435 -9.575
H104 13.101 -7.877 -8.388
H105 13.510 -7.760 -10.111
H106 15.072 -6.174 -9.531

Output
Energy relative to the best compared isomer or geometry (same formula, charge and spin) = 20.4108 eV
Total charge = +1
Strongest force on any atom = 0.22854 Eh/bohr
E_tot = -3255.6928 Ha